Record 1
2 unconnected molecules or ions with the total composition C20H25BrClN5O5S, computed with ωB97M-V with the def2-TZVPD basis set.

Positions of all 58 atoms, in Å:
O  -2.5917  1.7345  -1.0702
C  -3.0045  2.8099  -1.4555
N  -3.6559  3.6964  -0.6425
C  -4.0968  3.5345  0.6508
C  -4.1887  2.3371  1.3699
C  -4.7087  2.3462  2.6593
Br  -4.8586  0.7337  3.6717
C  -5.1244  3.5635  3.1834
C  -5.0035  4.7178  2.4110
N  -4.5002  4.6984  1.1663
N  -2.7071  3.2960  -2.6819
S  -2.2886  2.2130  -3.9004
O  -3.0940  0.9858  -3.8444
O  -2.5409  2.9572  -5.1432
C  -0.5011  1.9182  -3.7268
C  -0.0151  0.9085  -2.8830
C  1.3629  0.6891  -2.7850
C  2.2617  1.4621  -3.5244
Cl  3.9791  1.1772  -3.4045
C  1.7761  2.4666  -4.3636
C  0.4017  2.6954  -4.4687
H  -3.7190  4.6472  -0.9752
H  -3.8763  1.3939  0.9396
H  -5.5405  3.6188  4.1828
H  -5.3316  5.6652  2.8278
H  -3.3095  4.0244  -3.0236
H  -0.6990  0.2971  -2.2941
H  1.7422  -0.0774  -2.1166
H  2.4759  3.0656  -4.9374
H  0.0397  3.4731  -5.1392
C  0.4957  -2.0032  3.4508
N  0.5929  -1.0159  2.3748
C  1.2977  -1.0525  1.2352
O  1.1824  -0.1165  0.4560
C  2.2709  -2.1958  0.8902
N  3.0881  -2.6256  2.0436
C  4.3972  -2.8770  1.9945
C  5.0509  -3.2789  3.2950
O  5.0653  -2.7984  0.9741
C  1.5352  -3.3919  0.2369
C  0.6884  -2.9701  -0.9717
C  2.5059  -4.4777  -0.2508
H  -0.4364  -1.8502  3.9985
H  1.3281  -1.8781  4.1455
H  0.4916  -3.0179  3.0509
H  0.0225  -0.1869  2.4620
H  2.9415  -1.7869  0.1322
H  2.6325  -2.7060  2.9356
H  4.9929  -2.4509  3.9986
H  4.5464  -4.1531  3.7000
H  6.0956  -3.5196  3.1008
H  0.8682  -3.8433  0.9716
H  0.2145  -3.8460  -1.4160
H  -0.0996  -2.2817  -0.6665
H  1.3211  -2.4897  -1.7188
H  3.2296  -4.0462  -0.9442
H  3.0396  -4.9143  0.5924
H  1.9573  -5.2746  -0.7537

Forces on atoms 1 to 6 (eV/Å):
-0.3 0.0 -0.1
0.9 -1.3 2.4
0.0 0.2 -1.2
-0.7 0.4 1.4
0.2 -1.0 -0.1
0.1 0.8 -0.6

Calculated values
- Highest occupied orbital energy: -9.36 eV
- Max |F|: 4.146 eV/Å
- Total charge: 0
- ΔE to the lowest compared entry with this formula, charge and spin: 1.6 kJ/mol
- LUMO level: 0.213 eV

How positive or negative is each atom? The natural (NBO) charges in e answer that:
1. O -0.610
2. C 0.787
3. N -0.609
4. C 0.375
5. C -0.305
6. C -0.027
7. Br 0.079
8. C -0.312
9. C 0.062
10. N -0.455
11. N -0.862
12. S 2.248
13. O -0.885
14. O -0.937
15. C -0.317
16. C -0.175
17. C -0.172
18. C -0.013
19. Cl 0.019
20. C -0.243
21. C -0.173
22. H 0.414
23. H 0.263
24. H 0.232
25. H 0.205
26. H 0.424
27. H 0.263
28. H 0.240
29. H 0.234
30. H 0.249
31. C -0.424
32. N -0.616
33. C 0.683
34. O -0.630
35. C -0.145
36. N -0.625
37. C 0.677
38. C -0.707
39. O -0.627
40. C -0.205
41. C -0.608
42. C -0.604
43. H 0.226
44. H 0.186
45. H 0.205
46. H 0.413
47. H 0.260
48. H 0.394
49. H 0.225
50. H 0.219
51. H 0.247
52. H 0.184
53. H 0.215
54. H 0.214
55. H 0.207
56. H 0.221
57. H 0.208
58. H 0.210

=====

Record 2
A molecular structure, C20H25Cl3FIN7O7Ta, computed with ωB97M-V with the def2-TZVPD basis set.

Positions of all 65 atoms, in Å:
Ta  -0.1756  -0.1862  0.5891
O  -3.3480  1.6412  -3.4741
C  -2.2354  1.0502  -3.0630
O  -1.8828  0.9603  -1.9147
C  -1.4398  0.4955  -4.2289
O  -0.2384  -0.0948  -3.7717
C  -0.2780  -1.4883  -3.4768
C  0.3682  -1.7020  -2.1187
O  1.3851  -2.3104  -1.9215
O  -0.2741  -1.0690  -1.1291
H  -3.7921  2.0426  -2.7085
H  -1.1749  1.3175  -4.8949
H  -2.0534  -0.2032  -4.8015
H  0.2879  -2.0364  -4.2282
H  -1.3067  -1.8530  -3.4296
C  2.9112  -4.1323  3.0405
N  2.5496  -3.3046  1.8848
C  3.1443  -3.6252  0.5801
C  1.7465  -2.2571  2.0022
N  1.5119  -1.3955  1.0314
N  1.1492  -2.0764  3.2345
C  0.4198  -0.9872  3.6288
N  0.1752  -0.8995  4.9372
N  0.0001  -0.1066  2.7598
H  3.7068  -4.8057  2.7422
H  2.0684  -4.7423  3.3742
H  3.2932  -3.5204  3.8588
H  3.5203  -4.6419  0.6184
H  3.9727  -2.9515  0.3528
H  2.3957  -3.5695  -0.2076
H  1.9988  -1.6387  0.1714
H  1.2621  -2.8170  3.9079
H  0.6331  -1.4885  5.6128
H  -0.4490  -0.1945  5.2943
H  -0.4175  0.7022  3.2053
F  -2.5398  5.5390  -2.6529
C  -2.0544  4.6866  -1.7420
C  -0.6878  4.5132  -1.6468
C  -0.1965  3.6256  -0.6989
C  -1.0542  2.9043  0.1252
C  -0.5549  1.9196  1.1429
C  -2.4272  3.1302  0.0169
C  -2.9385  4.0223  -0.9094
H  -0.0311  5.0913  -2.2828
H  0.8772  3.5216  -0.5899
H  -1.3162  1.8568  1.9276
H  0.3687  2.2833  1.6112
H  -3.1072  2.5956  0.6694
H  -3.9986  4.2307  -0.9788
I  5.0623  2.9968  -0.9586
C  3.2631  2.0151  -1.0764
C  2.4824  1.8053  -2.2036
N  1.3942  1.1354  -1.8262
N  1.4205  0.8746  -0.5088
C  2.5598  1.4072  -0.0437
H  2.6351  2.0956  -3.2301
H  0.6168  0.8230  -2.4183
H  2.8177  1.3365  1.0006
Cl  -3.4975  -3.7673  1.8749
C  -3.6746  -2.0632  1.5396
Cl  -4.7732  -1.7995  0.1846
Cl  -4.2227  -1.1862  2.9798
C  -2.3304  -1.4352  1.1743
O  -1.2426  -2.0510  1.2622
O  -2.2846  -0.2191  0.8004

Forces on atoms 1 to 6 (eV/Å):
-0.3 0.0 0.2
0.0 0.0 0.0
0.0 0.0 -0.1
0.0 0.0 0.0
0.0 0.1 0.0
0.0 0.0 0.0

Calculated values
- Highest occupied orbital energy: -13.15 eV
- Max |F|: 0.417 eV/Å
- Total charge: +2
- ΔE to the lowest compared entry with this formula, charge and spin: 9.4 kJ/mol
- LUMO level: -6.521 eV

How positive or negative is each atom? The natural (NBO) charges in e answer that:
1. Ta 2.490
2. O -0.647
3. C 0.787
4. O -0.613
5. C -0.184
6. O -0.541
7. C -0.163
8. C 0.807
9. O -0.566
10. O -0.800
11. H 0.514
12. H 0.244
13. H 0.228
14. H 0.230
15. H 0.216
16. C -0.438
17. N -0.351
18. C -0.436
19. C 0.698
20. N -0.905
21. N -0.589
22. C 0.695
23. N -0.751
24. N -0.865
25. H 0.258
26. H 0.221
27. H 0.218
28. H 0.244
29. H 0.224
30. H 0.247
31. H 0.445
32. H 0.437
33. H 0.426
34. H 0.433
35. H 0.419
36. F -0.306
37. C 0.411
38. C -0.283
39. C -0.191
40. C -0.074
41. C -0.874
42. C -0.112
43. C -0.321
44. H 0.243
45. H 0.205
46. H 0.227
47. H 0.237
48. H 0.211
49. H 0.243
50. I 0.290
51. C -0.297
52. C 0.004
53. N -0.304
54. N -0.402
55. C -0.020
56. H 0.262
57. H 0.474
58. H 0.243
59. Cl 0.105
60. C -0.231
61. Cl 0.097
62. Cl 0.074
63. C 0.779
64. O -0.654
65. O -0.669

=====

Record 3
C20H25ClN6O3 in the gas phase, computed with ωB97M-V with the def2-TZVPD basis set.

Positions of all 55 atoms, in Å:
C  4.3081  2.5140  -3.5829
N  3.6183  1.4922  -2.8133
C  2.2346  1.6371  -2.6437
O  1.6286  2.5900  -3.1120
C  1.6970  0.5670  -1.8793
C  2.4765  -0.4574  -1.3763
N  1.7283  -1.3373  -0.6821
C  0.4821  -0.8696  -0.7516
N  -0.5185  -1.4842  -0.0749
C  -0.1036  -2.6237  0.7317
C  -1.3030  -3.1170  1.5620
N  -2.2237  -2.0502  1.8895
C  -1.6592  -1.0227  2.7566
C  -2.6896  -0.5833  3.8087
O  -3.8499  -0.0119  3.2580
C  -2.8339  -1.5346  0.6719
C  -1.8827  -1.5980  -0.5431
N  0.3967  0.2872  -1.4680
C  -0.6892  1.2186  -1.6695
C  -1.2678  1.7096  -0.3689
C  -0.4204  2.0226  0.6886
C  -0.9160  2.4902  1.8920
C  -2.2803  2.6577  2.0602
C  -3.1423  2.3594  1.0216
C  -2.6343  1.8906  -0.1797
Cl  -3.7568  1.5333  -1.4585
N  3.8163  -0.5156  -1.5934
C  4.5947  -1.6122  -1.0634
C  4.4268  0.4741  -2.3366
O  5.6188  0.4593  -2.5620
H  5.0729  2.9876  -2.9679
H  3.5650  3.2436  -3.8961
H  4.7892  2.0624  -4.4500
H  0.2875  -3.4292  0.0971
H  0.7110  -2.2856  1.3740
H  -0.9486  -3.5811  2.4839
H  -1.8676  -3.8697  1.0053
H  -0.8029  -1.4340  3.2931
H  -1.3221  -0.1465  2.1912
H  -2.9520  -1.4475  4.4333
H  -2.2485  0.1892  4.4427
H  -4.3039  -0.6986  2.7571
H  -3.1408  -0.5032  0.8436
H  -3.7272  -2.1308  0.4499
H  -2.0045  -2.5549  -1.0716
H  -2.1256  -0.8023  -1.2388
H  -0.2563  2.0661  -2.2163
H  -1.4641  0.7830  -2.3070
H  0.6443  1.8960  0.5574
H  -0.2361  2.7234  2.6972
H  -2.6795  3.0117  2.9968
H  -4.2068  2.4788  1.1438
H  5.6254  -1.4712  -1.3823
H  4.2039  -2.5560  -1.4428
H  4.5318  -1.6167  0.0248

Forces on atoms 1 to 6 (eV/Å):
0.1 0.2 -0.2
0.1 0.2 -0.1
-0.2 -0.2 0.1
-0.1 0.1 -0.1
0.7 -0.5 0.2
-1.0 0.9 -0.3

Calculated values
- Highest occupied orbital energy: -7.77 eV
- Max |F|: 1.426 eV/Å
- Total charge: 0
- ΔE to the lowest compared entry with this formula, charge and spin: 87.0 kJ/mol
- LUMO level: 0.561 eV

How positive or negative is each atom? The natural (NBO) charges in e answer that:
1. C -0.416
2. N -0.452
3. C 0.649
4. O -0.642
5. C -0.126
6. C 0.439
7. N -0.572
8. C 0.584
9. N -0.428
10. C -0.231
11. C -0.227
12. N -0.462
13. C -0.255
14. C -0.059
15. O -0.721
16. C -0.236
17. C -0.232
18. N -0.340
19. C -0.257
20. C -0.091
21. C -0.143
22. C -0.229
23. C -0.190
24. C -0.218
25. C -0.030
26. Cl -0.004
27. N -0.428
28. C -0.414
29. C 0.792
30. O -0.636
31. H 0.212
32. H 0.243
33. H 0.212
34. H 0.198
35. H 0.218
36. H 0.212
37. H 0.195
38. H 0.199
39. H 0.199
40. H 0.161
41. H 0.174
42. H 0.468
43. H 0.219
44. H 0.194
45. H 0.182
46. H 0.220
47. H 0.285
48. H 0.220
49. H 0.215
50. H 0.220
51. H 0.225
52. H 0.234
53. H 0.249
54. H 0.209
55. H 0.207

=====

Record 4
A molecular structure, C20H25CoFNO6, computed with ωB97M-V with the def2-TZVPD basis set.

Positions of all 54 atoms, in Å:
Co  2.1919  1.5825  -0.1844
C  2.1789  -0.0196  2.5917
O  2.7063  1.1597  1.9927
C  4.1067  1.3207  2.1585
C  4.8688  0.6098  1.0429
O  4.3416  1.1494  -0.1573
C  4.8857  0.6232  -1.3558
C  4.1374  1.3438  -2.4751
O  2.7354  1.1738  -2.3309
C  2.2168  0.0122  -2.9693
H  2.4915  -0.0807  3.6379
H  2.4877  -0.9272  2.0639
H  1.0953  0.0665  2.5458
H  4.4264  0.9636  3.1416
H  4.2939  2.3949  2.0746
H  4.7049  -0.4757  1.0762
H  5.9440  0.8160  1.1146
H  4.7225  -0.4620  -1.4024
H  5.9617  0.8312  -1.4098
H  4.4713  0.9984  -3.4572
H  4.3190  2.4183  -2.3767
H  2.5094  0.0048  -4.0218
H  1.1334  0.0754  -2.8983
H  2.5543  -0.9104  -2.4887
C  -4.9691  1.3179  1.3665
C  -4.6296  0.2186  0.3599
C  -5.0966  -1.1245  0.9129
C  -4.7533  -2.2456  -0.0519
C  -3.2683  -2.2613  -0.2378
C  -2.5972  -3.4390  -0.4742
C  -1.2117  -3.4408  -0.6146
F  -0.5768  -4.5988  -0.8345
C  -0.4865  -2.2828  -0.5184
C  -1.1500  -1.0712  -0.2859
C  -0.3558  0.1451  -0.1905
O  0.9032  0.0431  -0.1991
C  -1.1049  1.3448  -0.1103
C  -2.4706  1.2833  0.0248
N  -3.1847  0.1576  0.0823
C  -2.5517  -1.0483  -0.1422
C  -0.4922  2.7480  -0.1575
O  -1.2544  3.6907  -0.1550
O  0.7825  2.8238  -0.1991
H  -5.9765  1.1400  1.7389
H  -4.9498  2.3136  0.9310
H  -4.2881  1.2854  2.2145
H  -5.1421  0.4252  -0.5889
H  -6.1691  -1.0827  1.0837
H  -4.6077  -1.3032  1.8731
H  -5.2460  -2.0806  -1.0144
H  -5.0955  -3.2033  0.3362
H  -3.1396  -4.3679  -0.5499
H  0.5865  -2.2810  -0.6180
H  -2.9910  2.2257  0.1077

Forces on atoms 1 to 6 (eV/Å):
-1.2 0.0 0.1
-0.3 -0.2 0.1
-0.1 0.2 -0.3
0.4 0.0 -0.2
-0.1 0.0 0.7
-0.8 0.0 0.0

Calculated values
- Highest occupied orbital energy (spin up / spin down): -11.30 / -11.29 eV
- Max |F|: 2.131 eV/Å
- Total charge: +1
- <S²>: 0.760
- ΔE to the lowest compared entry with this formula, charge and spin: 91.0 kJ/mol
- LUMO level (spin up / spin down): -3.748 / -2.884 eV
- Spin multiplicity: 2

How positive or negative is each atom? The natural (NBO) charges in e answer that:
1. Co 1.413
2. C -0.253
3. O -0.577
4. C -0.091
5. C -0.096
6. O -0.597
7. C -0.096
8. C -0.092
9. O -0.578
10. C -0.252
11. H 0.191
12. H 0.180
13. H 0.212
14. H 0.206
15. H 0.212
16. H 0.190
17. H 0.207
18. H 0.190
19. H 0.207
20. H 0.207
21. H 0.212
22. H 0.193
23. H 0.214
24. H 0.178
25. C -0.621
26. C -0.033
27. C -0.400
28. C -0.429
29. C 0.002
30. C -0.226
31. C 0.403
32. F -0.307
33. C -0.263
34. C -0.069
35. C 0.484
36. O -0.757
37. C -0.331
38. C 0.164
39. N -0.320
40. C 0.152
41. C 0.794
42. O -0.616
43. O -0.762
44. H 0.235
45. H 0.227
46. H 0.222
47. H 0.211
48. H 0.235
49. H 0.213
50. H 0.227
51. H 0.235
52. H 0.241
53. H 0.244
54. H 0.262

=====

Record 5
C20H25FN2O3 in the gas phase, computed with ωB97M-V with the def2-TZVPD basis set.

Positions of all 51 atoms, in Å:
C  1.2723  -1.8556  2.8711
C  1.0248  -3.3177  2.2080
O  1.8433  -4.2138  2.5388
N  -0.1057  -3.5995  1.3111
C  -1.3450  -2.8602  1.6903
C  0.2220  -3.3834  -0.1339
C  1.5883  -2.5979  -0.4172
C  1.5394  -2.1517  -1.9903
C  1.6512  -0.5271  -2.0332
C  0.3448  0.1523  -1.4032
C  -1.0188  -0.2695  -2.0608
C  -2.3846  0.2635  -1.5720
N  -3.5919  -0.2245  -2.2577
C  -2.3856  1.2659  -0.3837
C  -1.0245  1.6951  0.2819
C  0.3517  1.1735  -0.2193
C  1.7628  1.6019  0.3808
C  2.7232  2.3680  -0.6520
C  2.2431  3.8504  -1.0159
F  2.6148  4.7686  0.0503
C  -1.1397  2.6999  1.5023
O  -0.3827  2.7486  2.5006
C  -2.3830  3.7235  1.4696
C  -3.6153  3.3550  0.8448
C  -3.7277  1.8921  0.1727
O  -4.8603  1.3499  0.1729
H  0.5143  -1.0757  2.5113
H  1.2737  -1.9011  4.0198
H  2.3052  -1.4746  2.5629
H  -1.5603  -2.8265  2.8076
H  -2.2283  -3.3128  1.1039
H  -1.2542  -1.7647  1.3184
H  0.1626  -4.4008  -0.6640
H  -0.6292  -2.7326  -0.5660
H  1.7234  -1.6326  0.1707
H  2.4423  -3.3456  -0.3229
H  2.4292  -2.5882  -2.5526
H  0.5597  -2.5054  -2.4915
H  2.6175  -0.2638  -1.4909
H  1.6928  -0.2040  -3.1381
H  -1.0031  -1.0308  -2.9124
H  -3.6707  -1.2137  -1.9892
H  -4.4273  0.3188  -2.0058
H  2.3112  0.6268  0.6706
H  1.7144  2.2293  1.3297
H  3.7453  2.4751  -0.1231
H  2.9169  1.8164  -1.6302
H  1.1353  3.9296  -1.2969
H  2.8252  4.1876  -1.9562
H  -2.2903  4.7379  1.9803
H  -4.5224  4.0441  0.8086

Forces on atoms 1 to 6 (eV/Å):
-0.4 0.1 -0.3
2.2 -1.5 1.8
-2.8 2.9 -1.6
0.7 1.1 1.1
-0.4 1.2 -0.9
-0.4 0.5 -0.4

Calculated values
- Highest occupied orbital energy: -8.89 eV
- Max |F|: 4.327 eV/Å
- Total charge: 0
- ΔE to the lowest compared entry with this formula, charge and spin: 889.2 kJ/mol
- LUMO level: -1.461 eV

How positive or negative is each atom? The natural (NBO) charges in e answer that:
1. C -0.752
2. C 0.720
3. O -0.548
4. N -0.520
5. C -0.427
6. C -0.214
7. C -0.450
8. C -0.386
9. C -0.463
10. C 0.037
11. C -0.250
12. C 0.213
13. N -0.829
14. C -0.168
15. C -0.091
16. C -0.004
17. C -0.462
18. C -0.440
19. C 0.037
20. F -0.386
21. C 0.525
22. O -0.514
23. C -0.250
24. C -0.252
25. C 0.528
26. O -0.537
27. H 0.221
28. H 0.252
29. H 0.241
30. H 0.223
31. H 0.214
32. H 0.178
33. H 0.214
34. H 0.198
35. H 0.216
36. H 0.236
37. H 0.219
38. H 0.204
39. H 0.227
40. H 0.235
41. H 0.234
42. H 0.386
43. H 0.401
44. H 0.221
45. H 0.270
46. H 0.233
47. H 0.217
48. H 0.181
49. H 0.173
50. H 0.246
51. H 0.246

=====

Question: Look up the total charge of the fifth one.
Answer: 0

=====

Question: Look up the ΔE to the lowest compared entry with this formula, charge and spin of the fourth one.
Answer: 91.0 kJ/mol